The following is a DFT calculation (ωB97M-V with the def2-TZVPD basis set) of a structure of composition C19H21Cl4GeNV at a distorted geometry.

```
47
Properties=species:S:1:pos:R:3:mulliken_spin:R:1
V 8.517 12.291 7.638 1.19
Cl 12.980 10.742 5.263 0.00
Ge 10.997 11.640 4.858 0.00
Cl 11.406 13.207 3.367 0.00
Cl 10.681 12.947 7.692 0.01
Cl 4.771 12.415 9.535 0.00
C 5.789 13.697 8.918 -0.02
C 5.357 14.745 8.153 0.01
C 6.240 15.725 7.698 -0.01
C 7.583 15.667 7.961 0.02
C 7.989 14.572 8.707 -0.04
C 7.183 13.534 9.198 0.05
C 7.765 12.194 9.517 -0.10
H 4.303 14.796 7.972 0.00
H 5.796 16.486 7.025 0.00
H 8.215 16.400 7.455 0.00
H 9.058 14.387 8.812 -0.01
H 7.043 11.449 9.821 0.01
H 8.765 12.199 9.984 0.01
C 5.287 10.256 4.866 0.00
C 6.459 10.137 5.865 0.00
C 7.673 9.722 5.018 0.02
C 6.655 11.511 6.514 0.03
C 6.129 9.108 6.970 -0.01
C 6.846 7.914 7.059 0.00
C 6.602 7.057 8.104 0.00
C 5.612 7.403 9.032 0.00
C 4.925 8.602 8.945 0.00
C 5.158 9.461 7.913 0.00
H 5.502 10.998 4.065 0.00
H 4.375 10.615 5.381 0.00
H 5.151 9.269 4.529 0.00
H 8.005 10.476 4.272 0.00
H 7.444 8.769 4.529 0.00
H 8.531 9.455 5.679 0.00
H 5.808 11.866 7.101 0.01
H 7.629 7.755 6.358 0.00
H 7.204 6.123 8.225 0.00
H 5.472 6.733 9.837 0.00
H 4.165 8.901 9.691 0.00
H 4.651 10.349 7.756 0.00
N 8.067 13.435 5.747 -0.01
C 7.232 12.570 5.830 -0.09
C 9.114 10.411 8.022 -0.07
H 9.672 10.295 8.936 0.00
H 9.722 10.208 7.205 0.00
H 8.216 9.749 8.159 0.00
```

Properties
Electronic energy, eV: -153827.3926
Relative energy (zero: lowest compared OMol25 entry of this formula, charge and spin), eV: 0.336
E_HOMO (spin up / spin down), eV: -9.04 / -9.15
Spin multiplicity: 2
LUMO level (spin up / spin down), eV: -1.0 / -0.5

The following is a DFT calculation (ωB97M-V with the def2-TZVPD basis set) of the molecule C8H11N3O2 at a distorted geometry.

```
24
Properties=species:S:1:pos:R:3:mulliken_charge:R:1
C -3.856 0.170 0.731 -1.04
C -3.022 -0.137 -0.472 -0.30
O -1.837 -0.848 -0.212 -0.30
C -0.705 -0.137 -0.411 0.09
O -0.642 1.005 -0.784 -0.56
C 0.471 -0.897 0.011 1.72
C 0.496 -2.304 -0.323 0.00
N 0.587 -3.340 -0.790 -0.50
C 1.156 -0.536 1.305 -0.92
C 2.300 0.156 1.093 -0.22
N 2.663 0.249 -0.188 0.07
C 3.158 1.586 -0.652 -0.87
N 1.689 -0.286 -1.104 -0.66
H -4.778 -0.330 0.936 0.29
H -3.140 -0.056 1.516 0.30
H -4.041 1.215 0.697 0.31
H -2.685 0.776 -0.927 0.30
H -3.550 -0.723 -1.283 0.38
H 0.874 -0.963 2.328 0.32
H 2.904 0.700 1.938 0.27
H 2.325 2.336 -0.566 0.29
H 3.804 1.892 0.107 0.38
H 3.624 1.630 -1.676 0.27
H 2.206 -1.156 -1.274 0.37
```

Properties
Electronic energy, eV: -17035.8059
Relative energy (zero: lowest compared OMol25 entry of this formula, charge and spin), eV: 1.689
E_HOMO, eV: -8.45
LUMO level, eV: 0.6

The following is a DFT calculation (ωB97M-V with the def2-TZVPD basis set) of a structure of composition C27H37N3OPS2Zn.

```
72
Properties=species:S:1:pos:R:3:mulliken_charge:R:1
Zn -0.069 -0.016 0.019 0.24
O -0.551 -0.337 1.960 -0.50
N 0.302 -1.056 2.687 0.35
C -0.025 -1.248 3.986 -0.23
C 0.774 -1.986 4.812 -0.75
C 1.942 -2.545 4.289 -0.22
C 2.256 -2.339 2.970 -0.81
C 1.426 -1.577 2.135 0.47
S 1.797 -1.277 0.480 -0.23
H -0.950 -0.776 4.276 0.50
H 0.486 -2.124 5.843 0.41
H 2.594 -3.137 4.916 0.40
H 3.151 -2.759 2.535 0.45
C 0.799 5.119 -2.363 -0.81
C 2.306 4.909 -2.268 -0.25
C 2.792 4.636 -0.846 -0.89
C 2.343 3.290 -0.291 -0.69
N 2.964 2.176 -1.007 0.08
C 2.351 1.252 -1.737 -0.07
S 0.633 1.210 -1.936 -0.41
N 3.081 0.347 -2.387 0.11
C 4.537 0.234 -2.366 -1.43
C 5.092 -0.428 -1.110 0.09
C 6.610 -0.549 -1.168 -0.55
C 7.187 -1.211 0.074 -1.28
H 0.507 5.390 -3.378 0.39
H 0.476 5.924 -1.699 0.33
H 0.241 4.219 -2.102 -0.03
H 2.823 5.793 -2.647 0.36
H 2.605 4.084 -2.924 0.19
H 2.411 5.410 -0.174 0.39
H 3.883 4.702 -0.793 0.36
H 1.266 3.173 -0.381 0.25
H 2.604 3.193 0.765 0.30
H 3.973 2.161 -1.003 0.26
H 2.545 -0.349 -2.879 0.34
H 4.973 1.227 -2.517 0.35
H 4.821 -0.343 -3.246 0.49
H 4.635 -1.414 -0.999 0.32
H 4.796 0.135 -0.219 0.30
H 7.050 0.445 -1.297 0.37
H 6.892 -1.121 -2.058 0.31
H 6.946 -0.639 0.972 0.33
H 8.272 -1.293 0.014 0.39
H 6.785 -2.218 0.203 0.31
C -3.114 -1.194 -1.083 -1.56
P -2.419 0.397 -0.532 1.39
C -2.581 1.524 -1.941 0.09
C -2.684 2.895 -1.704 -0.40
C -2.712 3.785 -2.763 -0.68
C -2.628 3.317 -4.068 -0.49
C -2.521 1.957 -4.311 -0.67
C -2.500 1.061 -3.251 -0.21
C -3.618 1.015 0.677 0.25
C -3.258 1.290 1.992 -0.16
C -4.211 1.765 2.885 -0.62
C -5.518 1.963 2.471 -0.45
C -5.881 1.693 1.156 -0.77
C -4.935 1.226 0.262 -0.16
H -3.161 -1.847 -0.211 0.44
H -2.464 -1.658 -1.824 0.50
H -4.115 -1.080 -1.500 0.43
H -2.752 3.267 -0.688 0.43
H -2.799 4.846 -2.571 0.45
H -2.650 4.014 -4.895 0.43
H -2.458 1.588 -5.326 0.43
H -2.409 0.002 -3.457 0.31
H -2.241 1.126 2.317 0.25
H -3.928 1.983 3.906 0.42
H -6.257 2.332 3.169 0.40
H -6.900 1.853 0.829 0.41
H -5.219 1.038 -0.767 0.31
```

Properties
Electronic energy, eV: -114491.4934
Charge: +1
E_HOMO, eV: -10.83
LUMO level, eV: -2.0

The following is a DFT calculation (ωB97M-V with the def2-TZVPD basis set) of the molecule C5H10O3 at a distorted geometry.

```
18
Properties=species:S:1:pos:R:3:mulliken_charge:R:1
C -0.238 1.663 -1.564 -1.31
C -0.350 0.162 -1.244 0.11
O -1.234 -0.212 -0.270 -0.47
C -0.313 -0.671 0.776 1.19
C -0.217 0.151 2.009 -1.44
O -0.329 -2.061 0.899 -0.54
C 0.891 -0.336 -0.366 -0.50
O 1.526 -1.508 -0.669 -0.56
H -0.031 2.196 -0.664 0.28
H -1.136 1.925 -2.155 0.35
H 0.594 1.719 -2.245 0.36
H -0.546 -0.421 -2.192 0.32
H 0.776 -0.116 2.644 0.32
H -1.146 0.032 2.698 0.38
H -0.184 1.228 1.815 0.32
H -0.443 -2.284 1.825 0.35
H 1.489 0.471 -0.034 0.47
H 0.891 -1.939 -1.263 0.36
```

Properties
Electronic energy, eV: -11487.6349
Relative energy (zero: lowest compared OMol25 entry of this formula, charge and spin), eV: 2.552
E_HOMO, eV: -9.13
LUMO level, eV: 0.8

- The highest electronic energy belongs to which entry?
  C5H10O3